[1]
ORCA calculation (ωB97M-V/def2-TZVPD) on a cluster of 11 separate species, C8H38O11 in total in a non-equilibrium geometry.

SMILES: CCO.CCO.CCO.CCO.O.O.O.O.O.O.O
Gap between HOMO and LUMO in eV: 8.88
ΔE to the lowest compared entry with this formula, charge and spin in kcal per mole: 35.5
E_HOMO in eV: -9.38
LUMO energy in eV: -0.50

Positions of all 57 atoms, in Å:
C: -2.08 2.05 3.37
C: -2.40 1.20 2.16
O: -3.10 0.07 2.59
H: -1.43 2.86 3.06
H: -1.50 1.55 4.15
H: -2.99 2.44 3.84
H: -1.50 0.94 1.59
H: -3.03 1.82 1.52
H: -3.89 0.41 3.00
C: 1.42 2.83 1.70
C: 1.86 1.76 2.72
O: 1.68 2.18 4.00
H: 1.57 2.51 0.68
H: 2.04 3.69 1.93
H: 0.36 3.10 1.78
H: 2.90 1.52 2.50
H: 1.28 0.86 2.50
H: 2.20 1.59 4.56
C: 1.54 -3.89 1.81
C: 0.32 -4.88 1.88
O: -0.69 -4.26 1.09
H: 2.11 -4.06 0.90
H: 2.27 -4.05 2.61
H: 1.26 -2.84 1.83
H: -0.01 -5.05 2.90
H: 0.61 -5.79 1.35
H: -0.52 -4.27 0.15
C: 0.11 -0.88 -0.16
C: 0.12 0.30 -1.15
O: -1.10 1.02 -1.15
H: 1.07 -1.40 -0.20
H: -0.63 -1.62 -0.44
H: -0.06 -0.51 0.85
H: 0.34 -0.06 -2.15
H: 0.84 1.09 -0.94
H: -1.01 1.90 -1.53
O: 1.44 3.89 -1.55
H: 1.33 4.82 -1.74
H: 0.56 3.52 -1.64
O: -1.12 3.31 -2.66
H: -1.59 4.10 -2.94
H: -0.72 2.97 -3.46
O: -0.87 -4.06 -1.74
H: 0.02 -3.96 -2.09
H: -1.36 -4.48 -2.44
O: -2.95 -2.37 -1.52
H: -2.57 -1.59 -1.92
H: -2.28 -3.05 -1.64
O: 2.49 1.38 -3.55
H: 1.83 2.07 -3.60
H: 3.05 1.64 -2.81
O: -2.35 -0.07 -3.19
H: -2.15 0.24 -2.31
H: -2.64 0.71 -3.66
O: 3.03 -1.34 -3.62
H: 3.94 -1.48 -3.88
H: 2.98 -0.42 -3.36

---

[2]
ORCA calculation (ωB97M-V/def2-TZVPD) on a structure of composition C25H42Cl3GdN4O3Si in a non-equilibrium geometry.

⟨S²⟩: 16.02
2S+1: 8
Gap between HOMO and LUMO (spin up / spin down) in eV: 7.98 / 5.14
ΔE to the lowest compared entry with this formula, charge and spin in kcal per mole: 22.5
E_HOMO (spin up / spin down) in eV: -7.69 / -7.69
LUMO energy (spin up / spin down) in eV: 0.29 / -2.55

Positions of all 79 atoms, in Å:
C: -6.14 0.86 -2.62
C: -6.96 -0.31 -2.10
H: -5.84 0.65 -3.66
H: -5.24 1.01 -2.02
H: -6.71 1.81 -2.63
C: -8.06 -0.74 -2.72
C: -8.59 -0.19 -4.00
H: -8.73 -1.51 -2.30
H: -7.80 -0.04 -4.77
H: -9.03 0.80 -3.78
H: -9.40 -0.83 -4.43
Gd: -3.42 -0.45 0.11
Cl: -2.90 2.05 0.06
Cl: -5.17 -0.56 2.20
C: -2.93 -2.73 2.23
O: -2.61 -2.47 1.02
N: -2.48 -3.84 2.79
C: -1.64 -4.64 1.90
C: -2.88 -4.29 4.12
H: -3.54 -2.02 2.82
H: -0.75 -4.07 1.60
H: -2.19 -4.93 1.00
H: -1.34 -5.53 2.45
H: -2.72 -3.49 4.86
H: -2.28 -5.17 4.36
H: -3.94 -4.58 4.13
H: 0.63 0.83 -4.40
H: -3.09 0.03 -4.60
C: 0.24 -0.18 -4.57
C: -2.21 -0.58 -4.86
N: -1.07 -0.35 -3.96
H: 0.94 -0.91 -4.15
C: -1.19 -0.38 -2.63
O: -2.27 -0.62 -2.01
H: -2.49 -1.64 -4.91
H: -0.26 -0.19 -2.08
H: 0.13 -0.34 -5.65
H: -1.89 -0.27 -5.87
O: -5.23 -0.84 -0.63
C: -6.58 -1.02 -0.80
C: -7.53 -3.34 -1.63
C: -7.14 -2.43 -0.63
H: -7.21 -3.21 -2.67
C: -8.34 -4.46 -1.35
H: -7.06 -0.48 0.04
C: -7.49 -2.77 0.67
H: -8.64 -5.16 -2.15
C: -8.77 -4.70 -0.04
C: -8.37 -3.82 0.97
H: -7.12 -2.14 1.48
H: -9.43 -5.54 0.18
H: -8.72 -3.97 1.99
Si: -4.52 -4.63 -2.53
Cl: -5.28 -3.19 -3.78
C: -5.21 -6.23 -2.96
C: -4.86 -4.41 -0.66
C: -2.82 -3.90 -2.63
H: -5.29 -6.81 -2.03
H: -4.55 -6.75 -3.67
H: -6.23 -6.15 -3.37
H: -2.90 -2.85 -2.97
H: -2.12 -4.47 -3.24
H: -2.42 -3.83 -1.62
H: -5.88 -4.68 -0.36
H: -4.67 -3.36 -0.35
H: -4.17 -5.11 -0.17
N: 0.80 1.30 -0.70
C: 1.35 0.28 0.03
C: 2.75 0.06 0.05
C: 3.25 -0.98 0.83
C: 2.32 -1.79 1.52
C: 0.95 -1.54 1.34
N: 0.46 -0.51 0.64
H: -0.16 1.57 -0.47
H: 1.43 2.01 -1.01
H: 3.39 0.73 -0.52
H: 4.32 -1.18 0.93
H: 2.63 -2.62 2.17
H: 0.20 -2.20 1.79

---

[3]
ORCA calculation (ωB97M-V/def2-TZVPD) on a structure of composition C6H17NSi2 in a non-equilibrium geometry.

Gap between HOMO and LUMO in eV: 8.18
ΔE to the lowest compared entry with this formula, charge and spin in kcal per mole: 123.4
E_HOMO in eV: -7.71
LUMO energy in eV: 0.47

Positions of all 26 atoms, in Å:
C: -3.51 0.09 -0.55
C: -2.89 0.80 0.65
C: -2.15 -0.47 -1.14
C: 2.93 2.32 0.80
C: 1.83 -0.88 1.26
C: 1.69 -1.43 -1.14
N: 1.83 -0.39 -0.12
Si: -1.28 -0.24 0.56
Si: 2.39 1.23 -0.45
H: -4.01 -0.78 -0.25
H: -4.18 0.56 -1.29
H: -2.65 1.87 0.33
H: -3.54 0.83 1.53
H: -2.07 -1.44 -1.49
H: -1.74 0.33 -1.88
H: 3.84 2.89 0.57
H: 2.51 2.43 1.81
H: 1.76 -0.05 1.84
H: 0.99 -1.52 1.47
H: 2.78 -1.51 1.39
H: 2.61 -1.86 -1.55
H: 0.97 -2.29 -0.94
H: 1.11 -0.85 -1.95
H: -0.09 0.50 1.05
H: -1.53 -1.28 1.44
H: 2.39 1.14 -1.94

---

The highest ΔE to the lowest compared entry with this formula, charge and spin belongs to which entry?
C6H17NSi2

---

Which formula does entry 2 have?
C25H42Cl3GdN4O3Si